Entry 1:
Computed, not measured: C36H37AlBrNP2S3 as an isolated structure, with wB97M-V/def2-TZVPD.

XYZ file:
```
81
Properties=species:S:1:pos:R:3:forces:R:3
Al 1.191045 0.452258 0.511466 0.036 -0.215 -0.044
C 4.294002 -0.717912 -0.459813 -0.036 0.171 0.085
C 4.281081 -0.313435 1.013151 0.000 -0.123 -0.049
S 2.829372 -0.756836 1.993987 -0.026 -0.074 0.155
C 3.039954 -2.530486 2.337014 -0.129 -0.040 -0.393
C 3.039174 -3.486154 1.143418 -0.044 0.166 0.057
S 1.495319 -3.360451 0.207438 -0.146 -0.045 0.012
C 1.950887 -3.442389 -1.524434 0.136 0.086 0.194
C 2.667959 -2.239902 -2.155610 -0.115 -0.007 -0.047
S 2.696256 -0.605736 -1.338501 0.157 0.435 0.138
H 4.636868 -1.736983 -0.590447 0.029 -0.070 0.009
H 4.989446 -0.066187 -0.986508 0.022 -0.008 -0.012
H 4.337106 0.766273 1.104438 0.077 0.005 -0.029
H 5.151533 -0.733128 1.519311 0.027 0.006 -0.018
H 2.233696 -2.767040 3.033353 0.020 -0.002 -0.006
H 3.983272 -2.587659 2.879529 -0.011 -0.100 0.070
H 3.109160 -4.506633 1.515479 0.141 -0.016 0.071
H 3.887298 -3.310499 0.485655 0.010 -0.015 0.027
H 0.983448 -3.587059 -2.001302 0.038 -0.049 -0.086
H 2.539306 -4.341828 -1.696975 0.013 -0.034 -0.071
H 2.248469 -2.038608 -3.140051 0.034 -0.056 -0.031
H 3.729332 -2.437970 -2.300077 -0.046 -0.031 -0.079
N -1.778366 0.132431 0.551490 0.116 -0.007 -0.121
P -1.057219 1.572733 0.013503 -0.314 -0.488 -0.309
C -2.117397 2.815795 0.774524 0.235 0.126 -0.043
C -2.389408 4.003774 0.095408 -0.011 0.028 -0.010
C -3.246928 4.938606 0.656659 0.049 0.034 -0.027
C -3.828838 4.692502 1.893049 -0.023 -0.001 0.006
C -3.538179 3.521481 2.582914 0.020 -0.015 0.009
C -2.672700 2.586860 2.034419 -0.020 0.090 0.025
C -1.307361 1.737553 -1.772489 -0.022 0.071 -0.028
C -0.201473 1.846580 -2.616569 -0.176 -0.047 -0.023
C -0.373008 1.956474 -3.991593 0.021 -0.016 0.063
C -1.653032 1.940098 -4.525255 -0.016 0.021 -0.013
C -2.760941 1.807103 -3.692864 -0.018 -0.021 0.016
C -2.591841 1.717903 -2.320974 0.017 -0.042 -0.018
P -0.754001 -1.217567 0.394079 -0.349 0.370 0.138
C -1.246559 -1.935716 -1.201900 0.127 -0.078 0.027
C -2.422709 -2.682654 -1.320441 0.088 0.015 -0.036
C -2.865748 -3.084525 -2.573604 -0.020 -0.011 0.041
C -2.156107 -2.734233 -3.715402 -0.041 -0.027 -0.033
C -1.002404 -1.969148 -3.608826 0.034 0.033 0.008
C -0.552759 -1.573757 -2.357834 -0.215 -0.035 0.034
C -1.341275 -2.297022 1.727639 0.144 -0.024 0.050
C -1.471109 -3.682285 1.596487 -0.033 0.048 -0.004
C -1.980489 -4.432622 2.645843 0.012 0.009 0.046
C -2.330673 -3.814795 3.842101 -0.003 -0.061 -0.022
C -2.155694 -2.446105 3.997278 0.036 0.020 0.003
C -1.664786 -1.687285 2.943611 0.003 -0.035 -0.009
H -2.782008 0.013700 0.462888 -0.069 -0.039 0.076
H -1.951513 4.192125 -0.878761 -0.037 -0.007 0.043
H -3.464149 5.857175 0.123746 0.008 -0.078 0.044
H -4.513642 5.415679 2.320057 0.059 -0.045 -0.013
H -3.989355 3.334317 3.549627 0.037 0.020 -0.043
H -2.440182 1.683525 2.583701 -0.037 -0.019 -0.027
H 0.801947 1.848401 -2.208763 0.116 0.057 0.043
H 0.488498 2.064867 -4.639924 -0.047 -0.006 0.038
H -1.791906 2.045664 -5.594151 -0.003 -0.041 0.034
H -3.757739 1.784142 -4.115537 0.042 0.023 0.011
H -3.460294 1.634687 -1.674884 0.024 0.036 -0.037
H -3.000358 -2.946718 -0.444048 0.019 -0.021 0.010
H -3.771553 -3.673903 -2.655045 0.053 0.056 -0.005
H -2.510543 -3.048638 -4.690712 0.032 0.018 0.082
H -0.457169 -1.675052 -4.499134 -0.048 -0.008 0.060
H 0.326539 -0.951774 -2.290973 0.045 0.095 0.009
H -1.180106 -4.178008 0.679597 -0.081 0.019 0.019
H -2.105960 -5.503616 2.529862 0.018 0.103 0.008
H -2.740984 -4.405010 4.654219 0.065 0.057 -0.061
H -2.403131 -1.968446 4.938433 -0.005 -0.026 -0.091
H -1.544811 -0.616759 3.064894 -0.036 -0.032 0.002
Br 3.549324 6.513848 2.016809 0.020 0.081 0.024
C 2.937224 4.789112 1.609835 0.028 0.068 0.022
C 3.390203 3.706153 2.343285 0.046 -0.195 0.041
C 2.945727 2.430239 2.025072 -0.087 0.173 0.146
C 2.027010 2.188709 0.992289 0.138 -0.214 0.024
C 1.582532 3.322116 0.299032 0.099 0.081 -0.043
C 2.028946 4.604489 0.583416 -0.078 -0.076 -0.093
H 4.084896 3.856942 3.159827 -0.038 -0.010 -0.025
H 3.309747 1.624148 2.648887 -0.031 0.063 0.055
H 0.869748 3.240655 -0.511244 -0.089 -0.033 -0.079
H 1.670111 5.453402 0.015950 0.007 -0.039 0.006
```
Forces are in eV/Å.

**DFT total energy**: -167134.276 eV
**Net charge**: +2
**Energy above the lowest of the compared OMol25 structures with the same formula, charge and spin**: 151.33 kJ/mol
**HOMO energy**: -0.4910 Ha

---

Entry 2:
Computed, not measured: C36H37BaN9O4S as an isolated structure at a distorted geometry, with wB97M-V/def2-TZVPD.

XYZ file:
```
88
Properties=species:S:1:pos:R:3:forces:R:3
Ba -0.215979 0.492136 0.680307 0.254 0.815 0.091
C 0.221174 3.454043 3.592262 0.011 -0.114 0.083
C 1.353030 2.997594 2.675806 -0.010 0.113 -0.011
C 1.917831 1.602048 2.972344 0.296 0.018 -0.061
N 2.310072 1.005326 1.708794 -0.362 -0.126 -0.217
C 3.423450 1.246056 1.103196 -0.054 -0.103 0.099
C 4.516987 1.946830 1.722443 0.035 0.100 0.010
C 5.833755 2.104822 1.362595 -0.028 -0.023 -0.019
C 6.532876 1.675442 0.233135 0.080 0.018 0.005
C 5.957356 1.045031 -0.864370 -0.066 -0.013 0.021
C 4.646948 0.703429 -1.126183 0.057 0.031 -0.037
C 3.440908 0.816747 -0.353490 -0.043 -0.022 -0.248
N 2.270528 0.575094 -0.861815 -0.266 -0.041 0.378
C 2.115051 0.296961 -2.268531 0.110 0.054 -0.077
C 0.653189 0.254618 -2.721875 0.040 -0.254 -0.046
C -0.042321 1.596400 -2.893382 0.055 0.034 -0.116
N -0.289944 2.279216 -1.647798 -0.088 -0.073 0.233
C -0.760720 3.489990 -1.695773 -0.028 -0.168 -0.125
C -1.169757 4.104689 -2.928132 0.007 0.039 -0.134
C -1.417929 5.416215 -3.289283 -0.016 -0.025 0.077
C -1.348981 6.581812 -2.542404 -0.016 0.052 -0.050
C -1.110446 6.614815 -1.166506 0.013 -0.069 0.021
C -0.987495 5.597330 -0.252093 -0.023 0.203 0.010
C -1.010739 4.158568 -0.371606 -0.061 -0.087 0.080
N -1.204601 3.366304 0.634597 0.215 0.014 0.103
C -1.683448 3.943634 1.891121 -0.131 0.067 0.033
C -0.672754 4.494491 2.920648 0.001 0.021 -0.032
H 0.615325 3.854170 4.533605 0.016 0.009 -0.016
H -0.396512 2.590746 3.864943 0.004 0.013 0.022
H 2.186685 3.707350 2.639301 -0.143 0.159 0.020
H 0.932296 3.000675 1.666271 0.183 -0.124 -0.084
H 1.120118 0.998407 3.418196 0.102 -0.158 -0.052
H 2.741810 1.645183 3.697801 -0.126 0.030 0.118
H 4.258172 2.394104 2.674090 0.002 0.002 -0.002
H 6.429895 2.649498 2.092688 0.003 0.002 0.000
H 7.594946 1.889117 0.189943 0.000 -0.004 0.005
H 6.648929 0.800313 -1.669347 0.001 -0.003 -0.004
H 4.494161 0.252546 -2.099031 0.017 0.010 -0.002
H 2.569509 -0.671934 -2.523180 0.010 0.015 -0.006
H 2.641168 1.053833 -2.875680 -0.002 -0.019 -0.004
H 0.049036 -0.405245 -2.088648 0.130 0.009 0.094
H 0.638285 -0.238185 -3.702307 0.034 0.043 -0.016
H -0.992328 1.403376 -3.423785 0.016 0.008 -0.010
H 0.557242 2.222043 -3.576246 -0.014 -0.002 0.014
H -1.272531 3.407364 -3.749674 0.025 0.007 0.005
H -1.680100 5.545191 -4.338122 0.000 0.006 0.000
H -1.496217 7.526354 -3.053976 -0.003 -0.006 -0.001
H -1.040920 7.610175 -0.731469 0.000 0.005 -0.004
H -0.844963 5.944291 0.761091 -0.010 -0.026 0.000
H -2.248894 3.151294 2.385482 0.029 -0.014 0.028
H -2.383573 4.762600 1.664791 -0.017 -0.047 0.017
H -1.283827 4.974175 3.693443 -0.008 0.019 -0.016
H -0.052265 5.284780 2.483032 0.026 -0.023 -0.007
N -4.503935 0.268979 -0.572353 -0.012 0.086 0.015
C -3.273006 0.238644 -1.109175 -0.069 -0.090 -0.036
N -2.363028 -0.632059 -0.839533 0.107 -0.046 0.134
C -2.617519 -1.564397 0.175716 -0.174 -0.039 0.046
N -1.751100 -2.443257 0.566617 -0.170 -0.145 0.162
N -0.481197 -2.323931 0.036139 0.057 -0.090 -0.198
C 0.385037 -2.952160 0.729841 -0.472 0.101 -0.132
C 1.815402 -2.830254 0.414380 0.397 0.023 0.110
C 2.676971 -2.513023 1.465667 -0.086 0.026 -0.016
C 4.011884 -2.285458 1.193522 0.038 -0.005 -0.028
C 4.451846 -2.421731 -0.113031 -0.029 -0.018 0.017
C 3.524863 -2.770187 -1.082891 0.060 -0.008 -0.013
N 2.232900 -2.965938 -0.846258 -0.111 -0.047 0.020
C -3.879912 -1.492480 0.909355 0.179 0.376 0.163
C -4.060570 -2.144096 2.147391 -0.868 -1.156 -1.304
C -5.362252 -2.161044 2.675644 0.055 0.127 0.218
C -6.322216 -1.287291 2.207448 0.000 -0.047 0.017
C -6.058874 -0.436126 1.140397 -0.034 0.052 -0.015
C -4.833764 -0.558206 0.505490 0.025 -0.044 -0.047
H -5.100418 1.053407 -0.774145 0.025 0.011 0.000
H -3.055150 1.013965 -1.839227 0.013 0.020 0.013
H 0.067141 -3.480850 1.628930 0.066 0.019 0.043
H 2.273188 -2.379811 2.461501 -0.013 -0.004 0.009
H 4.689641 -1.974686 1.978514 0.001 0.007 -0.004
H 5.478493 -2.223595 -0.386702 0.010 0.005 0.009
H 3.838953 -2.879036 -2.117068 -0.007 0.000 0.001
H -3.385137 -2.953310 2.367942 0.189 0.246 0.264
H -5.577772 -2.789811 3.529497 0.012 -0.003 0.009
H -7.297832 -1.262293 2.680355 0.002 0.027 0.003
H -6.781573 0.298902 0.805903 -0.005 -0.009 -0.009
O -3.092227 -1.062196 3.598182 0.469 0.434 0.666
S -1.999369 -0.051203 3.455995 -0.093 -0.409 -0.302
O -1.830415 0.695245 4.696117 0.046 0.089 -0.050
O -2.332324 0.841560 2.300077 -0.181 0.223 -0.101
O -0.733852 -0.738368 3.044420 0.316 -0.086 0.168
```
Forces are in eV/Å.

**DFT total energy**: -71064.471 eV
**Net charge**: -2
**Energy above the lowest of the compared OMol25 structures with the same formula, charge and spin**: 78.93 kJ/mol
**HOMO energy**: -0.0612 Ha